# 1
Computed, not measured: a structure of composition H10LiO5, with ωB97M-V with the def2-TZVPD basis set.

Structure (XYZ):
```
16
H10LiO5 | the Open Molecules 2025 dataset | ωB97M-V with the def2-TZVPD basis set
Li -0.024 -0.022 0.007
O -0.119 1.546 -1.415
H -1.023 1.277 -1.951
H 0.516 1.384 -2.082
O -2.112 0.381 0.428
H -2.277 0.103 1.310
H -2.846 1.019 0.092
O -0.228 -1.902 0.734
H -0.974 -1.779 1.405
H -0.022 -2.876 0.635
O 1.829 -0.635 -1.010
H 2.271 -0.150 -1.712
H 1.686 -1.502 -1.357
O 0.750 1.171 1.580
H 1.521 1.398 1.069
H 1.049 0.585 2.271
```

Properties
HOMO energy (eV): -15.97
Energy above the lowest of the compared OMol25 structures with the same formula, charge and spin (kcal per mole): 23.2
Electronic energy (a.u.): -389.57931
Net charge: +1

# 2
Computed, not measured: a structure of composition C3H17HfO7, with ωB97M-V with the def2-TZVPD basis set.

Structure (XYZ):
```
28
C3H17HfO7 | the Open Molecules 2025 dataset | ωB97M-V with the def2-TZVPD basis set
Hf -0.436 -0.274 0.130
C -2.063 2.359 -0.615
O -1.805 1.051 -0.234
H -1.044 2.755 -0.557
H -2.590 2.964 0.078
H -2.512 2.356 -1.581
C 2.378 -1.932 -0.075
O 1.122 -1.376 -0.108
H 2.424 -2.983 -0.298
H 2.849 -1.740 0.888
H 3.008 -1.494 -0.875
C 1.782 1.807 0.918
O 0.544 1.196 0.982
H 2.202 1.295 0.094
H 2.229 1.505 1.837
H 1.488 2.866 0.792
O -0.016 -1.122 2.167
H 0.352 -2.007 2.352
H -0.462 -0.975 3.056
O 0.531 0.663 -1.727
H -0.023 1.164 -2.342
H 1.286 0.319 -2.206
O -1.182 -1.225 -1.594
H -0.716 -1.968 -1.991
H -1.705 -0.743 -2.228
O -2.283 -1.257 0.859
H -3.027 -0.996 1.417
H -2.328 -2.195 0.861
```

Properties
HOMO energy (eV): -11.86
Energy above the lowest of the compared OMol25 structures with the same formula, charge and spin (kcal per mole): 4.2
Electronic energy (a.u.): -699.06918
Net charge: +1

# 3
Computed, not measured: the molecule C3H6N2O, with ωB97M-V with the def2-TZVPD basis set.

Structure (XYZ):
```
12
C3H6N2O | the Open Molecules 2025 dataset | ωB97M-V with the def2-TZVPD basis set
N 1.737 -0.158 -0.447
C 0.967 -0.091 0.696
O 1.356 0.132 1.819
C -0.798 1.006 -0.184
C -1.248 -0.308 -0.680
N -0.425 -0.419 0.537
H 2.619 0.326 -0.324
H 1.265 0.156 -1.285
H -1.532 1.440 0.499
H -0.794 -0.774 -1.557
H -2.261 -0.671 -0.489
H -0.886 -0.639 1.415
```

Properties
HOMO energy (eV): -8.21
Energy above the lowest of the compared OMol25 structures with the same formula, charge and spin (kcal per mole): 88.5
Electronic energy (a.u.): -302.55200
Net charge: 0

# 4
Computed, not measured: a cluster of 2 separate species, C18H16F3NO2 in total, with ωB97M-V with the def2-TZVPD basis set.

Structure (XYZ):
```
40
C18H16F3NO2 | the Open Molecules 2025 dataset | ωB97M-V with the def2-TZVPD basis set
C -0.424 3.520 1.507
C -0.739 3.144 0.073
N 0.265 2.474 -0.544
C 0.305 2.588 -1.910
C 1.624 3.131 -2.410
O -0.551 2.216 -2.716
O -1.843 3.418 -0.412
H 0.644 3.711 1.653
H -0.996 4.417 1.759
H -0.732 2.716 2.186
H 2.248 3.474 -1.579
H 2.147 2.340 -2.960
H 1.422 3.958 -3.097
F 0.511 -1.836 5.465
C 1.610 -1.557 4.700
F 2.197 -0.451 5.246
F 2.487 -2.593 4.872
C 1.254 -1.377 3.259
C 1.830 -0.326 2.547
C 1.416 -0.098 1.250
C 0.480 -0.969 0.597
C 0.070 -0.601 -0.701
C -0.812 -1.280 -1.581
C -0.695 -1.046 -2.985
C -1.504 -1.697 -3.902
C -2.487 -2.604 -3.462
C -2.641 -2.835 -2.084
C -1.863 -2.147 -1.156
C 0.059 -2.131 1.318
C 0.379 -2.279 2.657
H 2.560 0.328 3.020
H 1.785 0.777 0.704
H 0.530 0.307 -1.078
H 0.035 -0.308 -3.311
H -1.390 -1.489 -4.969
H -3.130 -3.109 -4.190
H -3.395 -3.550 -1.740
H -2.085 -2.238 -0.094
H -0.520 -2.909 0.820
H -0.049 -3.085 3.249
```

Properties
HOMO energy (eV): -7.29
Energy above the lowest of the compared OMol25 structures with the same formula, charge and spin (kcal per mole): 96.0
Electronic energy (a.u.): -1200.25727
Net charge: 0

# 5
Computed, not measured: the molecule C6H4O, with ωB97M-V with the def2-TZVPD basis set.

Structure (XYZ):
```
11
C6H4O | the Open Molecules 2025 dataset | ωB97M-V with the def2-TZVPD basis set
C 2.916 0.515 -0.360
C 1.755 0.281 -0.150
C 0.381 0.026 0.082
C -0.598 0.757 0.672
C -1.825 0.013 0.473
C -1.422 -1.120 -0.160
O -0.118 -1.143 -0.445
H 3.949 0.718 -0.529
H -0.428 1.683 1.212
H -2.566 0.208 -0.307
H -2.044 -1.939 -0.488
```

Properties
HOMO energy (eV): -8.77
Energy above the lowest of the compared OMol25 structures with the same formula, charge and spin (kcal per mole): 57.1
Structure (SMILES): C#Cc1ccco1
Electronic energy (a.u.): -306.12053
Net charge: 0

Gap between HOMO and LUMO, respectively: 12.41; 8.44; 9.04; 4.04; 9.77 eV.
Max |F|, respectively: 0.096; 0.083; 0.012; 0.033; 0.050 Eh/bohr.
Lowest unoccupied orbital energy, respectively: -0.131; -0.126; 0.031; -0.119; 0.037 Ha.